Entry 1:
# C12H15N3O3S

A cluster of 2 separate species, C12H15N3O3S in total in a non-equilibrium geometry (the ωB97M-V functional and the def2-TZVPD basis, the Open Molecules 2025 dataset).

```
! wB97M-V def2-TZVPD RIJCOSX def2/J DEFGRID3
* xyz 0 1
N -2.2395 -1.5407 1.3393
C -1.6942 -0.8404 0.2871
O -2.3873 -0.3300 -0.5700
C -0.1839 -0.7443 0.1758
C 0.2840 0.7109 0.3704
C 0.8782 1.0188 1.7448
C 1.9285 0.0299 2.3012
C 1.2395 -0.5414 3.5378
N 2.1950 -0.7391 4.6365
C 3.0019 -1.6350 4.5238
S 4.0777 -2.7470 4.3131
O 0.3501 0.4801 3.9606
C -0.1830 1.0334 2.8216
O -1.3159 1.3913 2.7492
H -3.1945 -1.2355 1.4885
H -1.7000 -1.4894 2.1924
H 0.0277 -1.0543 -0.8448
H 0.3133 -1.4576 0.8331
H 1.0024 0.9783 -0.3992
H -0.5909 1.3423 0.2280
H 1.3741 1.9852 1.6870
H 2.2074 -0.7387 1.5868
H 2.8204 0.5790 2.5829
H 0.6894 -1.4598 3.3346
C -0.4898 -0.0678 -5.3078
C -0.2588 1.3342 -5.2791
C -0.8971 1.8278 -4.1711
N -1.5035 0.7821 -3.5341
C -1.2595 -0.3754 -4.2160
H -0.1325 -0.7683 -6.0440
H 0.3090 1.9121 -5.9889
H -0.9707 2.8301 -3.7852
H -2.0445 0.8442 -2.6866
H -1.6530 -1.3149 -3.8675
*
```

Calculated values
LUMO ... -0.1 eV
Energy ... -34135.4681 eV
Largest force on an atom ... 0.033 Eh/bohr
Energy relative to the best compared isomer or geometry (same formula, charge and spin) ... 2.0442 eV
Orbital gap ... 8.0 eV

Entry 2:
# C44H67N2O3S2Sn

A structure of composition C44H67N2O3S2Sn in a non-equilibrium geometry (the ωB97M-V functional and the def2-TZVPD basis, the Open Molecules 2025 dataset).

```
! wB97M-V def2-TZVPD RIJCOSX def2/J DEFGRID3
* xyz 1 1
Sn -0.6428 0.6939 2.2839
C -2.7577 0.6875 4.4425
N -1.3886 0.2883 4.1053
C -0.4683 0.8192 5.1112
C -1.2606 -1.1704 4.0266
C -1.8678 -1.7039 2.7435
N -1.1256 -1.2688 1.5518
C -2.0131 -1.3672 0.3783
C -1.5743 -0.5940 -0.8244
C -1.4326 -1.2002 -2.0654
C -1.3481 -0.4376 -3.2181
C -1.4007 0.9516 -3.0664
C -1.5364 1.5989 -1.8436
C -1.6044 0.7853 -0.6909
O -1.7526 1.2444 0.5779
C -1.7296 3.1158 -1.7948
C -1.6905 3.7753 -3.1771
C -3.1276 3.3938 -1.2125
C -0.6220 3.7717 -0.9547
C -1.2853 -1.0341 -4.6206
C -1.4079 -2.5590 -4.6030
C 0.0477 -0.6404 -5.2734
C -2.4506 -0.4893 -5.4622
C 0.0451 -2.1583 1.4042
C 1.0037 -1.8196 0.2936
C 1.3106 -2.7612 -0.6698
C 2.3059 -2.5212 -1.6143
C 2.8071 -1.2318 -1.6904
C 2.4927 -0.2225 -0.7760
C 1.6865 -0.6010 0.2991
O 1.5557 0.1347 1.4770
C 3.0547 1.1795 -1.0536
C 4.5802 1.1761 -0.8789
C 2.6857 1.5295 -2.5089
C 2.4702 2.2990 -0.1823
C 2.8638 -3.6745 -2.4413
C 3.9183 -3.2226 -3.4540
C 3.5259 -4.6639 -1.4662
C 1.7451 -4.3862 -3.2109
H -3.0994 0.2151 5.3721
H -3.4446 0.4229 3.6379
H -2.7884 1.7698 4.5655
H -0.6379 0.3630 6.0947
H -0.6067 1.8963 5.2001
H 0.5627 0.6320 4.8068
H -1.7572 -1.6561 4.8790
H -0.2022 -1.4335 4.0744
H -2.8914 -1.3355 2.6734
H -1.9218 -2.8002 2.7877
H -2.9683 -0.9250 0.6782
H -2.2052 -2.4167 0.1161
H -1.4332 -2.2819 -2.1118
H -1.3535 1.5525 -3.9622
H -2.4728 3.3892 -3.8315
H -0.7211 3.6426 -3.6602
H -1.8588 4.8470 -3.0608
H -3.8891 3.0820 -1.9298
H -3.2573 4.4609 -1.0114
H -3.2786 2.8379 -0.2940
H 0.3456 3.6109 -1.4338
H -0.5861 3.3637 0.0530
H -0.7923 4.8489 -0.8875
H -0.6055 -3.0210 -4.0286
H -1.3539 -2.9430 -5.6222
H -2.3661 -2.8651 -4.1796
H 0.8870 -0.9597 -4.6525
H 0.1166 0.4403 -5.4020
H 0.1421 -1.1059 -6.2562
H -3.4038 -0.7216 -4.9846
H -2.4394 -0.9471 -6.4527
H -2.3905 0.5907 -5.5925
H -0.3054 -3.1885 1.2488
H 0.5927 -2.1339 2.3483
H 0.8040 -3.7182 -0.6315
H 3.4994 -0.9938 -2.4848
H 5.0472 0.4128 -1.5017
H 4.8458 0.9804 0.1602
H 4.9912 2.1471 -1.1606
H 3.2400 0.9265 -3.2268
H 2.9131 2.5767 -2.7123
H 1.6183 1.3668 -2.6743
H 2.8100 2.2488 0.8489
H 1.3761 2.2779 -0.2099
H 2.7983 3.2601 -0.5792
H 4.7752 -2.7555 -2.9657
H 3.4948 -2.5250 -4.1787
H 4.2855 -4.0914 -4.0006
H 4.3121 -4.1663 -0.8945
H 3.9760 -5.4868 -2.0238
H 2.8014 -5.0785 -0.7642
H 1.2945 -3.7034 -3.9313
H 0.9638 -4.7556 -2.5463
H 2.1476 -5.2403 -3.7572
S 2.9361 0.1756 2.4662
C 3.0813 -1.5225 2.9565
C 2.6682 -1.9053 4.2296
C 2.8596 -3.2136 4.6446
C 3.4551 -4.1301 3.7878
C 3.8576 -3.7463 2.5155
C 3.6817 -2.4369 2.0962
H 2.2227 -1.1731 4.8911
H 2.5465 -3.5144 5.6354
H 3.6108 -5.1484 4.1185
H 4.3306 -4.4616 1.8559
H 4.0132 -2.1161 1.1162
O -1.7003 2.5928 3.4148
S -2.5325 3.5968 2.6274
C -2.6081 5.1155 3.6604
C -3.9889 5.1983 4.3059
C -4.9530 4.4657 3.3742
C -4.2612 3.1638 3.0123
H -2.4342 5.9397 2.9680
H -1.7897 5.0765 4.3763
H -4.2906 6.2343 4.4556
H -3.9720 4.7077 5.2804
H -5.1346 5.0548 2.4722
H -5.9148 4.2811 3.8520
H -4.6946 2.6662 2.1459
H -4.2113 2.4695 3.8520
*
```

Calculated values
LUMO ... -2.0 eV
Energy ... -83333.4548 eV
Largest force on an atom ... 0.142 Eh/bohr
Energy relative to the best compared isomer or geometry (same formula, charge and spin) ... 2.3269 eV
Orbital gap ... 7.1 eV

Entry 3:
# C15H23AsN10NiO4Si2

A structure of composition C15H23AsN10NiO4Si2 in a non-equilibrium geometry (the ωB97M-V functional and the def2-TZVPD basis, the Open Molecules 2025 dataset).

```
! wB97M-V def2-TZVPD RIJCOSX def2/J DEFGRID3
* xyz -2 3
Ni -0.3010 -0.4578 0.3384
N 1.4796 -2.2607 -2.0148
C 0.1738 -2.6183 -1.7878
N -0.4416 -3.5892 -2.4459
N -1.7005 -3.5785 -1.9567
N -1.8277 -2.6681 -1.0643
N -0.6369 -2.0200 -0.9179
C 2.2132 -1.4362 -1.1852
N 3.5312 -1.3531 -1.2532
N 3.8465 -0.4368 -0.3064
N 2.7857 -0.0129 0.2816
N 1.7046 -0.6309 -0.2571
H 2.0138 -2.8809 -2.5947
O -2.6114 2.4230 -1.4840
C -2.1962 1.4934 -0.7902
O -1.0183 1.0091 -0.7745
C -3.1656 0.8886 0.2309
C -4.2761 1.5878 0.6825
C -5.0837 1.0555 1.6798
C -4.7887 -0.1814 2.2407
C -3.6841 -0.8652 1.7708
C -2.8874 -0.3606 0.7680
N -3.3411 -2.1761 2.3782
O -2.2870 -2.6836 2.0754
O -4.1460 -2.6578 3.1625
H -4.4853 2.5521 0.2355
H -5.9401 1.6112 2.0417
H -5.3778 -0.5968 3.0447
H -2.1847 -0.9916 0.2279
C 0.2827 -1.7832 5.0124
Si 1.3545 -0.9583 3.6810
C 1.9100 -2.3545 2.5460
C 2.8937 -0.3018 4.5596
As 0.3517 0.7375 2.4539
Si -1.1278 1.5105 4.0409
C -2.4959 0.4017 4.7664
C -0.1354 2.1255 5.5385
C -2.0173 3.0242 3.3460
H 0.8629 -2.5759 5.5010
H -0.6105 -2.2372 4.5780
H -0.0343 -1.0733 5.7825
H 2.3284 -3.1728 3.1441
H 2.6759 -1.9979 1.8537
H 1.0816 -2.7580 1.9567
H 3.4225 -1.0954 5.1003
H 2.6331 0.4886 5.2698
H 3.5688 0.1251 3.8130
H -2.2629 -0.6626 4.7204
H -3.4397 0.5643 4.2380
H -2.6520 0.6675 5.8192
H 0.2700 1.2951 6.1240
H -0.7823 2.7172 6.1979
H 0.7028 2.7482 5.2158
H -2.7118 2.7441 2.5479
H -1.2963 3.7288 2.9249
H -2.5875 3.5321 4.1327
*
```

Calculated values
LUMO (alpha / beta) ... 4.3 / 4.2 eV
Energy ... -156658.0114 eV
Largest force on an atom ... 0.025 Eh/bohr
Energy relative to the best compared isomer or geometry (same formula, charge and spin) ... 0.6483 eV
Orbital gap (alpha / beta) ... 6.1 / 6.1 eV

Entry 4:
# C5H11N2S

The ion C5H11N2S with charge +1 in a non-equilibrium geometry (the ωB97M-V functional and the def2-TZVPD basis, the Open Molecules 2025 dataset).

```
! wB97M-V def2-TZVPD RIJCOSX def2/J DEFGRID3
* xyz 1 1
C -1.7436 2.0780 -0.6924
S -1.3546 1.1521 0.7793
C -0.2143 -0.0367 -0.0105
C 1.0999 0.5578 -0.5321
C 2.1346 -0.5952 -0.3477
N 1.5154 -1.4623 0.7310
C 0.3155 -1.1548 1.0972
N -0.4512 -1.6306 1.9569
H -2.8764 2.0440 -0.8548
H -1.1715 1.6970 -1.4385
H -1.4530 3.2005 -0.5394
H -0.7554 -0.5413 -0.7119
H 1.3419 1.2673 0.3455
H 0.8262 0.9403 -1.4114
H 2.2012 -1.2076 -1.2207
H 3.1576 -0.3284 -0.0239
H 2.2483 -1.6270 1.4225
H -1.4250 -1.3695 2.1139
H -0.1509 -2.1981 2.8324
*
```

Calculated values
LUMO ... -3.2 eV
Energy ... -19171.2735 eV
Largest force on an atom ... 0.137 Eh/bohr
Energy relative to the best compared isomer or geometry (same formula, charge and spin) ... 1.6125 eV
Orbital gap ... 9.4 eV

Entry 5:
# C3H8NO3

The ion C3H8NO3 with charge +1 in a non-equilibrium geometry (the ωB97M-V functional and the def2-TZVPD basis, the Open Molecules 2025 dataset).

```
! wB97M-V def2-TZVPD RIJCOSX def2/J DEFGRID3
* xyz 1 1
N 0.6736 1.1797 -0.3892
C -0.2658 0.2290 0.2909
C -1.2032 -0.4649 -0.6913
O -0.3706 -0.5812 -1.8444
C 0.4234 -0.6640 1.3023
O -0.1450 -1.5731 1.8186
O 1.6658 -0.2561 1.6225
H 1.6195 1.1322 0.0300
H 0.8674 0.7967 -1.3338
H 0.3498 2.1392 -0.4744
H -0.9988 0.8633 0.8928
H -2.0891 0.1496 -0.8374
H -1.5374 -1.4077 -0.2242
H -0.8627 -0.8456 -2.6297
H 1.8730 -0.6970 2.4672
*
```

Calculated values
LUMO ... -3.8 eV
Energy ... -10866.5786 eV
Largest force on an atom ... 0.054 Eh/bohr
Energy relative to the best compared isomer or geometry (same formula, charge and spin) ... 0.3225 eV
Orbital gap ... 11.6 eV